Entry 1:
Entry from OMol25: 10 unconnected molecules or ions with the total composition C16H49O12 (ωB97M-V/def2-TZVPD).

```
77
Properties=species:S:1:pos:R:3:forces:R:3:lowdin_charge:R:1
C -1.2044 -3.3209 -0.7163 -4.0 3.7 -0.1 -0.1294
H -5.1444 -0.0919 1.6697 0.1 -1.0 1.8 0.1215
H 2.9656 1.0191 3.2977 -0.3 4.4 -2.1 -0.0041
H 1.8416 0.1821 -5.6093 0.1 3.2 -0.2 0.0158
C -0.7544 -0.4219 5.5267 -2.0 -1.0 2.3 -0.2064
H 3.2436 0.1201 -0.6233 -7.1 -2.9 3.0 -0.0775
C -2.8154 0.9281 2.4007 1.3 -2.2 -2.1 -0.0862
C 1.6266 -0.6669 -3.6433 -3.3 -1.4 -1.4 -0.5756
H -3.8464 3.8681 -1.1763 -0.1 2.1 0.4 0.0329
O 3.9846 0.4291 -0.9203 5.6 0.5 -4.2 -0.1120
H -2.9934 -4.2849 -0.5353 -3.1 0.8 2.7 0.0086
H -1.7004 0.9101 2.5117 -0.9 -0.8 0.2 0.0922
H 3.7796 -3.5849 -1.0363 0.3 -2.9 -3.6 0.0107
H 3.4576 2.1501 0.1347 0.8 0.0 -1.1 0.0973
H 2.4616 -0.3559 -3.2303 4.4 3.4 1.4 0.0716
H 3.9526 -0.2249 3.8507 -1.5 0.2 0.0 0.0863
H -1.2314 -2.4749 -1.5283 0.1 -1.5 1.3 0.1071
H -4.7024 2.4851 -1.4873 0.6 -0.2 0.8 0.0876
O -0.1424 -0.5469 1.3147 -2.6 -0.3 -0.4 0.0879
H -4.0984 2.6881 0.2267 0.4 0.3 -0.7 0.0678
H 4.6796 2.0631 -1.3353 1.0 1.4 1.7 0.0891
C -2.5234 2.2771 -1.3653 0.5 2.5 0.2 -0.5401
O -2.5374 0.9461 -1.0623 0.5 -1.9 0.2 -0.0682
C -3.8694 2.8791 -0.8403 0.0 -1.9 -1.4 -0.0536
H 1.5956 2.5881 -3.6133 1.1 1.3 1.0 0.1073
H 0.1976 -1.0709 3.9117 -1.1 0.0 0.4 0.0858
C 1.5616 -1.9339 -2.8863 -3.2 -2.3 -1.5 -0.0480
H -0.2174 -3.6599 -0.6833 1.3 -1.2 0.4 0.0463
H 2.2996 -0.5339 2.0907 -1.5 -1.5 1.2 0.0710
H 2.9176 2.5261 -2.3573 0.4 -1.0 -0.3 0.0224
C 3.8206 -3.2019 -0.1213 0.2 3.7 2.9 -0.1517
H 2.4676 0.2251 4.9437 0.9 0.1 -3.4 0.1279
C 0.6136 -0.2309 0.2427 -1.8 0.9 -0.2 -0.7004
O -2.2264 -4.2599 -0.9923 4.3 -1.8 -3.9 -0.0958
O -0.7014 -1.1339 4.3517 1.7 -1.8 -1.4 -0.1655
H -0.7894 0.5741 5.1587 -0.2 1.6 0.9 0.0534
H 2.3876 -2.5519 -3.2173 0.9 -0.2 1.5 0.0811
H 0.8326 -1.0469 -5.8003 1.1 -0.6 1.6 0.1077
H -2.9684 1.9211 2.6047 -1.2 2.6 0.0 0.0502
C -2.3564 2.5721 -2.8823 1.4 2.2 -0.3 -0.0661
O 2.4806 -3.1009 0.3517 -0.3 0.2 0.3 -0.1410
H -1.6554 2.8291 -0.8993 -0.7 -0.6 0.1 0.1368
H -2.4234 -1.5079 3.4087 3.5 -0.4 1.6 0.0016
C 1.7306 -0.7299 -5.1523 0.7 -2.3 -1.8 -0.0517
H -1.6114 -2.8369 0.2097 1.5 0.0 -0.4 0.0890
H -3.0854 0.5791 1.3747 0.6 1.1 0.2 0.0841
H -1.1414 -0.5319 1.1187 2.1 0.2 0.1 0.1265
O 1.0556 2.7961 -1.6543 0.0 3.9 1.0 -0.1054
H -3.3784 0.5471 4.2807 -1.2 -2.0 -0.7 0.1571
H -5.7374 -0.5239 3.3867 -1.7 -1.8 1.2 0.0377
H -2.3604 3.8071 -3.1303 -0.1 -3.5 0.6 0.1410
H 4.5006 -3.6359 0.6387 -0.7 -0.3 -0.6 0.0868
H 1.1396 -1.7159 -1.8213 1.6 -1.1 -1.9 0.1007
O 0.4856 0.0521 -3.3333 -1.5 1.6 1.9 -0.0943
H -3.1454 2.0461 -3.3293 -1.7 -0.2 -1.1 0.0312
H -1.4744 2.0871 -3.4093 -0.5 0.8 1.2 0.0764
H 2.0296 -2.2359 0.1857 1.3 -0.7 0.2 0.0398
H 0.7916 -2.4979 -3.5123 0.0 0.3 1.5 0.1027
C 2.0066 3.0381 -2.6303 1.0 -0.6 -1.4 -0.1820
C -5.1074 0.0391 2.8177 2.7 1.9 -3.1 -0.0411
H -1.6204 0.5801 -0.9813 -0.5 0.5 -0.2 0.0570
O 1.8056 -0.3979 0.4277 2.1 -0.1 -0.3 0.0050
C 2.8666 0.1571 3.7607 -0.1 -6.4 5.1 -0.1202
H 4.3096 -2.2249 -0.4033 -0.7 -0.2 0.9 0.0857
H 0.8236 1.9081 -1.5893 -0.4 -2.6 0.0 -0.0063
H -1.8084 -0.7739 6.0707 2.7 1.3 -1.2 0.1353
O 0.0706 0.2481 -0.8023 -0.3 -0.4 1.0 -0.0465
H 4.9036 1.2531 0.5157 1.2 1.8 -0.7 0.0882
H -5.4304 1.0411 2.7777 -0.6 1.6 0.8 0.0526
H 2.5106 4.0741 -2.6393 -2.0 -0.8 -0.2 0.1014
O -3.2264 -1.3169 3.0337 -3.4 0.4 -0.8 -0.0208
C 4.3416 1.6431 -0.3673 -1.3 -0.7 1.2 -0.1654
H 0.0746 -0.5679 6.2967 -0.8 0.0 -1.1 0.0844
H 0.2866 0.0761 -2.2873 0.9 -0.3 -2.7 0.0686
C -3.6384 0.0201 3.2617 0.8 0.9 0.9 -0.4865
H 2.7266 -1.1349 -5.5863 -1.6 -0.4 1.0 0.1050
O 2.0366 -0.8419 3.0357 2.4 2.9 -0.3 -0.1824
```
Forces are in eV/Å.

Summary:
LUMO energy = 0.102 Eh
Orbital gap = 9.294 eV
Energy above the lowest of the compared OMol25 structures with the same formula, charge and spin = 2.019 eV
Net charge = -1
M = 433.56 g/mol
HOMO energy = -6.52 eV
Energy = -41950.51381 eV

=====

Entry 2:
Entry from OMol25: a molecular structure, C12H32BaCu2O10P2 (ωB97M-V/def2-TZVPD).

```
59
Properties=species:S:1:pos:R:3:forces:R:3:lowdin_charge:R:1
C -1.8766 1.9273 -1.9719 1.7 -0.2 0.8 -0.2435
H 5.7811 1.0774 0.0348 -0.4 0.4 0.4 0.1143
P 3.4834 -0.0233 1.9627 -0.6 0.5 0.1 0.3788
H 7.3150 0.2760 2.4770 -0.1 -0.3 0.0 0.0818
O 3.2110 -0.4199 3.4422 0.2 -0.2 0.2 -0.1386
O -5.1607 0.2268 -2.9473 0.2 0.1 -0.3 -0.1441
Ba -1.2123 -2.9643 -2.0824 0.4 -0.1 -0.4 1.9705
H 1.2532 0.7519 0.1804 0.3 -0.1 -0.1 0.0760
C 5.8611 0.3652 0.8557 0.9 -1.1 -0.8 -0.2370
H -6.4666 1.2238 -1.7121 0.3 0.3 0.1 0.1170
C -6.1233 1.3025 -2.7449 -1.6 -0.2 0.4 -0.2196
H 3.9328 -2.8392 2.8151 0.3 0.0 -0.1 0.0581
H 7.9045 -0.4181 0.9289 -0.4 -0.4 0.2 0.0846
H 3.6478 -3.2122 4.5166 -0.1 -0.1 -0.2 0.0803
C 1.9153 1.5426 0.5454 -0.7 0.3 -0.5 -0.2479
H -7.9310 1.8883 -3.8222 0.2 0.2 0.3 0.0897
O 2.4340 1.1401 1.8220 0.0 0.0 0.0 -0.1444
O 3.2821 -1.0942 0.9499 -0.7 -1.0 -0.6 -0.2619
Cu -0.8372 -1.6893 1.0803 1.0 0.8 -1.0 0.6210
H -1.1929 1.0687 -1.8885 -0.5 -0.3 -0.2 0.0878
C -4.2567 -0.8605 0.1590 0.1 -0.9 0.6 -0.2786
H 1.3528 -4.7293 -1.4829 0.3 0.1 0.5 -0.0392
H 2.6496 2.6785 -1.1826 -0.2 -0.1 0.0 0.0865
O -4.1278 0.3024 -0.6457 0.4 -0.4 0.3 -0.1465
O 0.0885 -1.1925 -0.7893 -0.8 -1.1 0.9 -0.6078
O 4.9132 0.5820 1.9171 0.1 0.3 -0.1 -0.1372
O -2.9779 -0.9590 -2.5975 0.5 -1.1 0.5 -0.4281
C 4.2112 -1.1668 4.1838 0.8 0.0 0.6 -0.2182
H -1.1196 3.2059 -0.3882 -0.1 0.1 -0.2 0.0807
C 2.9885 1.9505 -0.4499 0.3 -0.2 0.6 -0.0534
H -6.1718 -1.3554 -0.7787 0.3 -0.2 -0.2 0.0836
O 0.9347 -3.9428 -1.1124 -0.6 1.1 0.2 -0.6333
C 4.2762 -2.6463 3.8281 -0.3 0.2 0.6 -0.0497
H 5.1827 -0.6770 4.0898 -0.1 0.0 -0.6 0.1109
H 0.3631 -0.5422 -1.4482 -0.1 0.4 0.7 -0.0216
H 4.0052 -1.0266 5.2434 -0.5 0.0 -0.1 0.1275
H -5.7248 2.2937 -2.9424 0.5 -0.2 -0.1 0.1264
H -1.3172 2.5576 -2.6602 -0.8 0.4 -0.3 0.1311
H -5.5767 -2.5218 0.4279 -0.2 0.0 0.1 0.0882
H -6.2648 -0.9387 0.8998 0.0 -0.2 0.1 0.0939
P -3.8112 0.1930 -2.1969 -0.2 0.9 -0.4 0.3539
C -1.9513 2.5285 -0.5758 -0.4 -0.1 0.4 -0.0561
H 5.6582 -0.6041 0.3964 -0.2 0.0 0.2 0.1122
H -1.9004 1.7664 0.2075 0.0 -0.1 -0.2 0.0627
H -7.9785 0.2619 -3.2029 0.2 -0.3 -0.2 0.0819
H 3.4180 1.0837 -0.9526 0.0 0.1 -0.1 0.0773
C -7.3170 1.0071 -3.6363 0.3 0.3 -0.4 -0.0531
H 3.7698 2.4312 0.1432 0.1 0.1 -0.2 0.0889
H 1.2580 2.3913 0.7334 0.2 0.0 0.4 0.1192
C 7.2793 0.3454 1.3913 0.8 0.8 0.0 -0.0516
C -5.6505 -1.4668 0.1721 -0.1 0.4 0.0 -0.0353
H -3.5112 -1.6299 -0.1225 -0.1 0.1 -0.5 0.0660
H -3.9644 -0.6439 1.1905 -0.1 0.7 -0.1 0.1239
H 5.2938 -2.9930 3.9973 0.0 -0.1 -0.3 0.0893
H -6.9198 0.7232 -4.6115 -0.3 -0.3 0.0 0.0888
O -3.1394 1.5666 -2.5144 -0.1 0.2 -0.1 -0.1281
Cu 1.8718 -2.3865 0.1343 0.2 -0.2 -0.7 0.4478
H -2.8990 3.0376 -0.4023 0.1 0.3 -0.2 0.0921
H 7.8448 1.2463 1.1367 -0.4 0.2 0.1 0.0821
```
Forces are in eV/Å.

Summary:
LUMO energy = -0.298 Eh
Orbital gap = 6.645 eV
Net charge = +2
M = 662.75 g/mol
HOMO energy = -14.75 eV
Energy = -141981.34383 eV

=====

Entry 3:
Entry from OMol25: 2 unconnected molecules or ions with the total composition C4H13N3O (ωB97M-V/def2-TZVPD).

```
21
Properties=species:S:1:pos:R:3:forces:R:3:lowdin_charge:R:1
C 2.1144 0.9211 0.2721 -0.9 -0.6 0.6 -0.3485
H -1.4476 1.3835 -1.8410 -0.3 0.0 0.4 0.1096
O 1.0360 -1.7887 1.6188 -0.2 -0.1 0.3 -0.0691
H 1.6369 -1.0532 1.4526 0.3 0.1 -0.4 -0.0191
N 0.8869 1.1828 -0.2801 2.1 0.3 0.5 -0.0010
H -2.3101 -1.5823 0.1216 -0.2 0.1 -0.2 0.0730
H 0.7352 -0.0411 -1.9915 -0.4 0.6 -0.4 0.1176
H -3.1408 0.6667 -0.1858 0.2 0.2 0.1 0.1036
C 0.1713 0.1950 -1.0839 0.3 -0.1 1.4 -0.2206
C -1.3256 0.4754 -1.2369 1.7 -1.0 -1.3 -0.1965
N 2.8702 -0.0937 0.1443 1.2 0.6 -0.2 0.0536
H -1.7672 1.3777 0.5631 0.1 -0.8 1.2 0.1061
H -1.4990 -0.3686 -1.9320 -1.1 0.3 0.4 0.1125
H -1.1993 -0.9781 1.1225 -0.3 -0.5 0.3 0.0379
H 0.6471 2.0585 0.1519 -1.7 0.0 -0.8 0.1194
H 2.8048 -0.6275 -0.7139 -0.7 -0.2 0.1 0.0461
C -2.0969 0.4444 0.0928 -1.6 0.6 -2.5 -0.2997
N -2.1514 -0.8308 0.7807 1.6 0.8 0.9 0.0163
H 1.4430 -2.2121 2.3793 -0.2 -0.2 0.1 0.0410
H 2.3248 1.6287 1.0972 0.2 -0.2 -0.4 0.1214
H 0.2673 -0.7578 -0.5317 -0.1 0.2 0.0 0.0962
```
Forces are in eV/Å.

Summary:
LUMO energy = 0.031 Eh
Orbital gap = 9.992 eV
SMILES string = [H]/N=C\NCCCN.O
Energy above the lowest of the compared OMol25 structures with the same formula, charge and spin = 2.050 eV
Net charge = 0
M = 119.17 g/mol
HOMO energy = -9.14 eV
Energy = -10875.62741 eV

=====

Entry 4:
Entry from OMol25: a single C3H6N2O molecule (ωB97M-V/def2-TZVPD).

```
12
Properties=species:S:1:pos:R:3:forces:R:3:lowdin_charge:R:1
H -1.9619 -0.7570 -0.4704 0.1 0.0 0.1 0.0250
O 1.2265 0.1251 1.4190 -0.1 -0.2 0.1 -0.0208
N 0.5728 -1.2916 -1.0979 0.5 0.4 0.0 0.1889
H 1.3391 1.6410 0.0765 -0.1 -0.2 0.0 0.1334
C -0.6909 0.6778 0.0470 0.3 0.4 0.0 -0.3248
C 1.3018 -0.3788 -0.8785 -0.5 -0.6 -0.1 -0.0251
H -0.9447 1.3055 0.9192 0.0 -0.1 -0.1 0.1245
H -0.1389 -1.9999 -1.0940 0.1 0.0 -0.1 0.1127
H -0.9632 1.2346 -0.8649 0.0 -0.2 0.1 0.1136
C 0.8685 0.6640 0.1946 -0.1 0.2 -0.1 -0.3740
N -1.1812 -0.6373 0.1742 -0.3 0.1 0.0 -0.0483
H 0.5721 -0.5833 1.5752 0.2 0.1 0.1 0.0949
```
Forces are in eV/Å.

Summary:
LUMO energy (spin up / spin down) = -0.005 / 0.002 Eh
Orbital gap (spin up / spin down) = 7.514 / 8.435 eV
Energy above the lowest of the compared OMol25 structures with the same formula, charge and spin = 5.390 eV
Net charge = 0
M = 86.09 g/mol
HOMO energy (spin up / spin down) = -7.64 / -8.39 eV
Energy = -8231.30920 eV

=====

- Which of these has the lowest net charge?
  C16H49O12

=====

- What is the M in the third record?
  119.17 g/mol